# C5H19NO5

A 6-piece molecular cluster, C5H19NO5 overall at a distorted geometry (ωB97M-V/def2-TZVPD, OMol25).

Last column: Löwdin charge in e.
Element x y z (Å)
N -1.6315 -1.0835 1.9586  0.1035
C -0.3922 -0.9385 1.2697  -0.4079
C -0.3377 -0.2074 0.1577  -0.0838
C -1.5531 0.6211 -0.3537  -0.2029
C -1.8883 1.9022 -0.3024  -0.0029
C 0.7266 -1.6594 1.9234  -0.0604
H -1.5400 -1.0532 2.9675  0.0915
H -2.3135 -0.4117 1.6977  0.0649
H 0.4800 -0.0181 -0.4821  0.0684
H -2.3847 -0.0406 -0.8544  0.1112
H -2.8079 2.2444 -0.6586  0.0527
H -1.0935 2.5985 -0.0565  0.0587
H 1.7934 -1.1942 2.1009  0.1111
H 1.2685 -2.3826 1.2299  0.0961
H 0.6348 -2.1213 2.8682  0.0495
H 3.6034 -1.5109 -1.1928  0.0302
H 2.3678 -1.7104 -2.3641  0.0154
O 3.2582 -1.6782 -2.0661  -0.0448
H -1.5122 1.3935 -2.7671  0.0305
H -0.1245 1.3549 -2.2965  0.0052
O -0.7199 1.9371 -2.7628  -0.0497
H -2.7750 -3.0357 -1.0782  0.0556
H -1.8604 -2.1049 -0.4645  0.0325
O -2.8131 -2.1083 -0.7605  -0.0995
H 1.5209 2.4777 2.1925  0.0395
H 0.0802 2.4951 1.6051  0.0001
O 0.9655 2.8233 1.4858  -0.0474
H 2.7818 1.0037 -1.7145  0.0187
H 2.8472 1.0917 -0.2359  0.0547
O 3.4191 1.3156 -1.0463  -0.0910

## Properties
- SMILES = C=C/C=C(/C)N.O.O.O.O.O
- molecular weight (u) = 173.2
- E (eV) = -17217.5337
- ΔE to the lowest compared entry with this formula, charge and spin (kJ/mol) = 359.62
- gap between HOMO and LUMO (eV) = 9.07

=====

# C5H20BrFeN10O5

C5H20BrFeN10O5 as an isolated structure at a distorted geometry (ωB97M-V/def2-TZVPD, OMol25).

Last column: Löwdin charge in e.
Element x y z (Å)
Fe -0.7861 5.7773 22.6687  0.7578
Br -1.3836 3.9774 21.1109  0.1540
C -0.8575 8.0920 20.4315  -0.5697
O -0.7884 7.1584 21.2510  -0.1124
N -1.6790 9.1567 20.6219  0.2018
N -0.0515 8.1187 19.3521  0.2137
H -2.4126 9.0045 21.2898  0.1099
H -1.7265 9.9125 19.9630  0.1224
H 0.5116 7.3050 19.1727  0.1310
H -0.2470 8.7732 18.6147  0.1243
C -0.2334 8.2548 24.6525  -0.5698
O -0.3314 7.1724 24.0340  -0.0777
N 0.7270 8.4132 25.5708  0.2062
N -1.1330 9.2594 24.5310  0.2077
H 1.3907 7.6875 25.7697  0.1269
H 0.7707 9.2379 26.1448  0.1240
H -1.7533 9.2857 23.7448  0.1029
H -0.9309 10.1406 24.9723  0.1209
C -0.6767 3.7138 25.2103  -0.5691
O -0.7382 4.4950 24.2424  -0.0999
N -0.0187 2.5316 25.2026  0.2097
N -1.3744 3.9702 26.3420  0.1994
H -0.3071 1.8227 25.8516  0.1248
H 0.7130 2.3714 24.5396  0.1071
H -2.0493 4.7095 26.2981  0.1092
H -1.0680 3.5530 27.2022  0.1227
C 2.4229 5.3777 22.4731  -0.5762
O 1.2194 5.6941 22.4333  -0.0907
N 2.8206 4.1296 22.7856  0.2070
N 3.3966 6.2494 22.1524  0.2061
H 3.7767 3.8234 22.7289  0.1245
H 2.1632 3.3820 22.8981  0.1074
H 3.1789 7.2064 21.9419  0.1252
H 4.3567 5.9982 22.3075  0.1226
C -3.8615 6.0037 23.1556  -0.5822
O -2.6513 6.3286 23.1143  -0.1199
N -4.5662 5.7793 22.0349  0.2123
N -4.5254 5.8366 24.3232  0.2071
H -4.1184 5.8849 21.1395  0.1109
H -5.5378 5.5260 21.9992  0.1283
H -4.0676 6.1121 25.1716  0.1159
H -5.4907 5.5636 24.3270  0.1239

## Properties
- net charge = +2
- molecular weight (u) = 436.0
- 2S+1 = 6
- E (eV) = -135072.2373
- ΔE to the lowest compared entry with this formula, charge and spin (kJ/mol) = 0.00
- gap between HOMO and LUMO (alpha / beta) (eV) = 9.87 / 7.62

=====

# C5H20FN10O5Tl

C5H20FN10O5Tl as an isolated structure at a distorted geometry (ωB97M-V/def2-TZVPD, OMol25).

Last column: Löwdin charge in e.
Element x y z (Å)
Tl 2.9188 -1.0217 0.3154  0.9745
F 3.8519 0.6324 4.6753  -0.2828
C -0.2641 4.1295 3.2317  -0.7961
O -0.0582 3.2451 2.4546  0.1514
N 0.1517 4.1119 4.4060  0.2288
N -1.1156 5.0882 2.9550  0.2050
H 0.9285 3.4837 4.5540  0.1508
H -0.1210 4.8318 5.0598  0.1450
H -1.2204 5.7245 3.7324  0.1241
H -1.6399 5.0805 2.0918  0.1384
C -3.0232 0.8614 -3.0202  -0.7265
O -2.1547 0.2693 -2.3526  0.0463
N -4.2215 1.0929 -2.6244  0.1806
N -2.7136 1.5671 -4.0980  0.1704
H -4.5041 0.9855 -1.6607  0.1348
H -4.8474 1.5781 -3.2513  0.1237
H -3.4440 2.0318 -4.6183  0.1202
H -1.7587 1.4196 -4.3919  0.1243
C 5.7468 4.6942 0.5163  -0.7305
O 5.6099 3.6973 -0.1387  0.0909
N 5.5501 4.7752 1.8461  0.2111
N 6.2977 5.7966 0.0787  0.1762
H 5.7402 5.5929 2.4076  0.1235
H 5.5463 3.8873 2.3276  0.1247
H 6.0291 6.6747 0.4992  0.1235
H 6.5234 5.7402 -0.9042  0.1311
C -0.0399 -5.3191 -4.4253  -0.7279
O 0.6137 -4.7675 -3.5302  0.0703
N -1.3466 -5.2224 -4.5193  0.1828
N 0.4130 -5.9149 -5.4650  0.2026
H -1.8797 -4.5409 -3.9982  0.1313
H -1.8578 -5.8354 -5.1381  0.1208
H -0.3251 -6.4533 -5.8957  0.1280
H 1.3951 -5.8787 -5.6980  0.1462
C -2.2064 -4.9765 3.0051  -0.7418
O -1.2501 -4.2409 2.8380  0.1039
N -3.3544 -4.6453 2.4923  0.1868
N -2.1806 -6.0916 3.6855  0.2090
H -3.4231 -3.6676 2.2485  0.1336
H -4.1383 -5.2536 2.6810  0.1264
H -2.8999 -6.7733 3.4905  0.1280
H -1.3278 -6.3891 4.1376  0.1368

## Properties
- net charge = +2
- molecular weight (u) = 523.7
- E (eV) = -38037.0793
- ΔE to the lowest compared entry with this formula, charge and spin (kJ/mol) = 752.20
- gap between HOMO and LUMO (eV) = 1.42

=====

# C5H20N10O5

A 5-piece molecular cluster, C5H20N10O5 overall at a distorted geometry (ωB97M-V/def2-TZVPD, OMol25).

Last column: Löwdin charge in e.
Element x y z (Å)
C -7.9611 3.4575 27.1345  -0.7003
O -7.0377 4.2290 27.3852  0.0212
N -9.2762 3.8101 27.0882  0.1362
N -7.8483 2.1408 26.9153  0.1686
H -9.5540 4.6605 27.5457  0.1016
H -9.9686 3.2390 26.6424  0.0767
H -6.9772 1.7382 27.2280  0.1141
H -8.6388 1.5404 27.0957  0.0429
C -10.0573 1.4200 23.1969  -0.6791
O -8.9036 1.8220 23.1978  0.0425
N -11.0401 1.9328 24.0427  0.1318
N -10.4219 0.3676 22.4167  0.1511
H -11.0270 2.9399 24.1044  0.1034
H -11.8764 1.5284 23.6424  0.0786
H -9.7603 0.1745 21.6855  0.1127
H -11.3560 0.0058 22.4414  0.0902
C -10.7831 1.6600 30.8395  -0.6809
O -11.7577 2.4144 30.9374  -0.0135
N -10.7881 0.4366 31.4258  0.1537
N -9.7308 1.8837 29.9987  0.1687
H -11.4883 0.2526 32.1170  0.1050
H -10.2415 -0.2655 30.9583  0.0740
H -8.9061 1.3906 30.2940  0.1010
H -9.7210 2.7397 29.4722  0.0859
C -13.5824 -0.2390 28.0767  -0.6808
O -12.7213 -1.0234 28.5023  -0.0084
N -13.9345 0.8767 28.7276  0.1817
N -14.2610 -0.3931 26.9127  0.1557
H -13.5609 1.0785 29.6452  0.1007
H -14.6381 1.5158 28.4137  0.1043
H -14.1699 -1.2021 26.3217  0.1090
H -15.0984 0.1112 26.6898  0.0964
C -9.4812 -0.6054 27.3381  -0.7191
O -8.3775 -0.7455 26.7958  0.0006
N -9.6860 -1.1842 28.5168  0.1627
N -10.5310 -0.0032 26.7452  0.1886
H -10.6177 -1.4294 28.8111  0.0699
H -8.9103 -1.6406 28.9580  0.1113
H -11.4456 0.0068 27.1718  0.0617
H -10.4350 0.2063 25.7664  0.0797

## Properties
- SMILES = NC(N)=O.NC(N)=O.NC(N)=O.NC(N)=O.NC(N)=O
- molecular weight (u) = 300.3
- E (eV) = -30652.6103
- ΔE to the lowest compared entry with this formula, charge and spin (kJ/mol) = 101.33
- gap between HOMO and LUMO (eV) = 9.22

=====

# C5H20N10O5

A 5-piece molecular cluster, C5H20N10O5 overall at a distorted geometry (ωB97M-V/def2-TZVPD, OMol25).

Last column: Löwdin charge in e.
Element x y z (Å)
C -1.2508 2.8054 -1.0108  -0.7654
O -0.3835 2.9376 -0.1522  0.0050
N -1.2985 3.3264 -2.1786  0.1789
N -2.3197 2.0695 -0.8165  0.1769
H -0.6179 4.0449 -2.3804  0.1317
H -1.8322 2.8835 -2.9129  0.1213
H -3.0907 2.2966 -1.4281  0.1153
H -2.3254 1.4672 -0.0057  0.1206
C 0.4304 -1.1599 0.5958  -0.7783
O 0.5222 -2.1081 1.3241  0.0517
N 0.5830 -1.1463 -0.6608  0.1582
N 0.1053 0.1088 0.9561  0.1651
H 1.0691 -1.9772 -0.9665  0.1292
H 0.7138 -0.3354 -1.2486  0.0601
H -0.0617 0.2498 1.9421  0.0910
H 0.1554 0.7682 0.1927  0.0693
C 1.0429 0.3558 -3.7250  -0.8379
O 1.6819 0.5853 -2.7071  0.0297
N 0.2657 -0.6851 -3.8643  0.1818
N 0.9864 1.1027 -4.6937  0.1897
H 0.0680 -1.0422 -2.9404  0.0899
H -0.1965 -0.8832 -4.7402  0.1195
H 0.4012 1.0353 -5.5141  0.1326
H 1.7016 1.8156 -4.7110  0.1405
C 1.0157 -6.2766 2.4334  -0.7872
O 0.8987 -7.2033 3.2663  0.0009
N 0.7788 -5.0141 2.7285  0.1309
N 1.6027 -6.3265 1.3090  0.1653
H 0.6427 -4.8504 3.7158  0.1163
H 0.0453 -4.7332 2.0935  0.1044
H 2.2091 -7.1291 1.3996  0.1346
H 1.7245 -5.3707 1.0062  0.1210
C -0.8171 3.6388 3.4389  -0.7596
O -0.9919 3.7568 4.6481  0.0046
N -1.1077 4.4779 2.4788  0.1754
N -0.2761 2.4923 3.0379  0.1478
H -0.7283 4.2495 1.5711  0.0749
H -1.3360 5.4119 2.7881  0.1219
H -0.1400 2.5218 2.0376  0.0528
H 0.1296 1.8396 3.6933  0.1196

## Properties
- SMILES = NC(N)=O.NC(N)=O.NC(N)=O.NC(N)=O.NC(N)=O
- molecular weight (u) = 300.3
- E (eV) = -30649.3074
- ΔE to the lowest compared entry with this formula, charge and spin (kJ/mol) = 420.01
- gap between HOMO and LUMO (eV) = 8.72

=====

# C5H20N2O5

A 5-piece molecular cluster, C5H20N2O5 overall at a distorted geometry (ωB97M-V/def2-TZVPD, OMol25).

Last column: Löwdin charge in e.
Element x y z (Å)
N 2.2268 -0.3454 -0.3845  0.0138
C 1.0879 -1.1880 0.0891  -0.1817
C 0.2429 -2.0288 -0.8355  -0.4838
N -1.0724 -2.3264 -0.5302  0.0537
C -1.7384 -2.1206 0.7719  -0.1965
C -3.1440 -1.4408 0.5963  -0.2050
C -2.9369 -0.4533 -0.5431  -0.1183
O 0.7295 -2.3946 -1.8894  0.0533
H 2.8119 -0.9699 -0.9375  0.0875
H 1.7640 0.2342 -1.0990  0.0644
H 0.3982 -0.5728 0.7036  0.1010
H 1.7238 -1.8790 0.6816  0.1371
H -1.3209 -3.1352 -1.0857  0.1480
H -1.2110 -1.4764 1.4425  0.0894
H -1.8174 -3.0516 1.3324  0.1139
H -3.8658 -2.2129 0.2884  0.1084
H -3.2313 -1.0175 1.6126  0.1108
H -3.6335 0.3341 -0.7339  0.0620
H -2.0064 0.1186 -0.3831  0.0514
H -3.0118 -0.9909 -1.5085  0.0962
H 3.3655 2.5172 2.4465  0.0315
H 3.2076 2.0107 0.9620  -0.0162
O 2.9738 2.6881 1.5945  -0.0448
H -0.4641 4.1103 -1.3034  0.0042
H -1.5012 4.8173 -0.5561  0.0276
O -1.2794 4.5904 -1.4620  -0.0603
H -1.0522 1.3624 -1.2561  0.0174
H 0.2126 1.6844 -0.5917  0.0324
O -0.1978 1.7678 -1.4597  -0.0383
H 3.8690 0.7288 0.7121  -0.0376
H 4.2982 0.3359 2.1271  0.0437
O 4.5727 0.3039 1.1985  -0.0652

## Properties
- SMILES = CCCNC(=O)CN.O.O.O.O
- molecular weight (u) = 188.2
- E (eV) = -18726.0235
- ΔE to the lowest compared entry with this formula, charge and spin (kJ/mol) = 246.02
- gap between HOMO and LUMO (eV) = 10.19

=====

# C5H20N2O5

A 5-piece molecular cluster, C5H20N2O5 overall at a distorted geometry (ωB97M-V/def2-TZVPD, OMol25).

Last column: Löwdin charge in e.
Element x y z (Å)
N -0.8086 -1.5264 1.6022  0.0357
C -0.8080 -0.0551 2.1664  -0.3834
C -1.8463 0.0742 3.3242  -0.0788
C -1.3755 0.8703 1.0431  -0.1635
N -0.7629 0.4116 -0.2723  -0.0630
C -1.2788 1.2824 -1.3924  -0.1702
C -1.6817 0.4348 -2.5715  -0.2608
O -1.3250 0.8438 -3.6421  0.0549
H 0.0457 -1.6529 1.0140  0.0428
H -1.6235 -1.6403 1.1068  0.0101
H 0.1655 0.1812 2.4882  0.0973
H -1.7840 1.1228 3.5120  0.0492
H -1.3753 -0.6892 4.2012  0.1510
H -2.8639 -0.0446 3.0627  0.0455
H -0.6527 1.7707 1.3214  0.1615
H -2.3817 0.9128 1.0025  0.0743
H 0.1780 0.5823 -0.1858  0.0368
H -1.9680 2.0700 -1.0351  0.1235
H -0.4197 1.9228 -1.6363  0.1170
H -2.1652 -0.5389 -2.3480  0.1229
H 2.2284 3.1325 -1.0057  -0.0469
H 3.6527 2.6117 -0.9552  0.0183
O 3.0881 3.3484 -1.0472  0.0210
H 0.3047 -1.9150 -2.4283  0.0065
H 0.0172 -2.7431 -3.7610  0.0858
O 0.4977 -1.9405 -3.3749  -0.0904
H 2.6408 -2.1573 -1.5927  0.1293
H 2.5382 -3.1865 -0.3536  0.0455
O 2.3148 -2.2886 -0.5973  -0.0965
H 3.0727 -0.6382 0.3916  0.0546
H 1.7508 -0.4112 0.7916  -0.0147
O 2.6257 -0.1445 1.1716  -0.1153

## Properties
- SMILES = C[C@@H](N)CNCC=O.O.O.O.O
- molecular weight (u) = 188.2
- E (eV) = -18723.3485
- ΔE to the lowest compared entry with this formula, charge and spin (kJ/mol) = 504.12
- gap between HOMO and LUMO (eV) = 9.10

=====

# C5H20N4O5

A 5-piece molecular cluster, C5H20N4O5 overall at a distorted geometry (ωB97M-V/def2-TZVPD, OMol25).

Last column: Löwdin charge in e.
Element x y z (Å)
C 1.3094 -1.2574 -1.8776  -0.6352
O 2.5874 -1.6174 -1.5636  -0.1076
N 0.4854 -2.0654 -2.5036  0.1561
N 0.8964 -0.0364 -1.7806  0.1516
H 0.7924 -3.0444 -2.4556  0.1267
H -0.5366 -1.8384 -2.5136  0.1361
H 1.4984 0.7326 -1.5556  0.0759
H -0.0656 0.2476 -1.7416  0.0660
C -2.8176 -1.1774 2.1604  -0.6660
O -2.5516 -0.1034 2.9944  -0.1441
N -4.0366 -1.6974 2.1594  0.1037
N -2.1446 -1.5534 1.1594  0.1564
H -4.6616 -1.4974 2.9834  0.1383
H -4.2626 -2.4964 1.5094  0.1209
H -1.2226 -1.1304 1.0264  0.0668
H -2.4836 -2.4124 0.6294  0.1499
C 3.4844 1.6916 -0.6066  -0.1366
O 2.1754 2.2086 -0.5496  -0.1674
H 3.9804 2.3066 0.0804  0.0614
H 3.9584 1.8276 -1.6116  0.1069
H 3.4294 0.6066 -0.3036  0.0866
H 2.0244 2.5396 0.3464  0.0916
C 1.1684 -0.8084 1.6754  -0.1108
O 0.2004 -0.1404 0.8504  -0.1815
H 2.0704 -0.1954 1.6344  0.0737
H 1.4404 -1.7784 1.3194  0.0675
H 0.9284 -0.9894 2.7054  0.0784
H 0.5444 0.1056 -0.0676  0.0466
C -1.2006 2.4996 -0.4766  -0.1236
O -1.3396 1.4146 -1.3816  -0.1392
H -1.9156 2.4386 0.4034  0.1131
H -1.3236 3.4276 -1.0676  0.0834
H -0.1666 2.6336 -0.0806  0.0668
H -2.2456 1.1586 -1.4986  0.0875

## Properties
- SMILES = NC(N)=O.NC(N)=O.CO.CO.CO
- molecular weight (u) = 216.2
- E (eV) = -21705.2386
- ΔE to the lowest compared entry with this formula, charge and spin (kJ/mol) = 276.16
- gap between HOMO and LUMO (eV) = 9.07